(1)
Formula: C19H43N2O2P2Pb
Source: the OMol25 dataset
Level of theory: ωB97M-V with the def2-TZVPD basis set

2S+1: 1
HOMO level, Eh: -0.3412
LUMO, eV: -2.115
Orbital gap, eV: 7.17
Net charge: +1

CARTESIAN COORDINATES (ANGSTROEM)
1 Pb -0.817172 0.025401 -0.418877
2 P 0.024600 -2.648011 -0.794335
3 P 0.017914 2.724162 -0.469084
4 N 1.567263 0.083846 -1.412132
5 C 1.704931 -2.435435 -1.619491
6 H 2.331469 -3.252849 -1.228170
7 H 1.561675 -2.632420 -2.693069
8 C 2.413600 -1.112031 -1.371239
9 H 2.855044 -1.129512 -0.356033
10 H 3.256152 -1.041719 -2.096048
11 C 2.409187 1.270913 -1.230652
12 H 3.250134 1.290865 -1.959897
13 H 2.852373 1.168734 -0.221581
14 C 1.696134 2.613196 -1.316315
15 H 1.549397 2.936396 -2.358619
16 H 2.324185 3.379960 -0.833865
17 C 0.326985 3.560961 1.179207
18 C -0.854852 3.305539 2.143377
19 H -0.559972 3.634485 3.155382
20 H -1.113408 2.232562 2.189737
21 H -1.747504 3.882357 1.835565
22 C -1.054512 3.750106 -1.544796
23 C -2.454746 3.900671 -0.943110
24 H -3.125663 4.297329 -1.712215
25 H -2.459160 4.601307 -0.100747
26 H -2.872374 2.943782 -0.605815
27 C -1.051740 -3.524358 -1.995567
28 C -2.452332 -3.745487 -1.417255
29 H -3.122850 -4.039787 -2.230764
30 H -2.868009 -2.838147 -0.961862
31 H -2.458157 -4.547153 -0.670824
32 C 0.327268 -3.683999 0.736618
33 C -0.855964 -3.545749 1.720855
34 H -0.565192 -3.996641 2.685078
35 H -1.748434 -4.078082 1.343088
36 H -1.113646 -2.486956 1.898924
37 C -3.221416 -0.056402 0.885573
38 C -0.453702 5.078364 -1.993619
39 H -0.357487 5.792046 -1.172725
40 H 0.525291 4.967154 -2.470661
41 H -1.126111 5.530779 -2.732806
42 C -0.453401 -4.787120 -2.607752
43 H -1.129769 -5.142649 -3.394453
44 H 0.524046 -4.617696 -3.070915
45 H -0.355592 -5.596469 -1.881142
46 C 0.662626 -5.161406 0.469337
47 H 1.013032 -5.611842 1.414452
48 H -0.230829 -5.727285 0.152257
49 H 1.465916 -5.287194 -0.275305
50 C 0.666030 5.060707 1.099805
51 H -0.227188 5.664518 0.859068
52 H 1.019959 5.387736 2.093791
53 H 1.468193 5.277342 0.374354
54 H 1.219228 3.029311 1.576631
55 H 1.219318 -3.207733 1.198146
56 H -1.135683 3.116819 -2.443477
57 H -1.128516 -2.779572 -2.805165
58 O -4.184162 -0.095711 1.514294
59 H 1.056940 0.129710 -2.230844
60 H -0.722212 0.121823 -2.365646
61 C -0.301475 -0.237844 3.858093
62 C 0.843097 -0.179158 2.890578
63 N 2.078787 -0.215812 3.466052
64 O 0.758990 -0.102297 1.641533
65 H -0.252106 -1.167820 4.448300
66 H -1.249009 -0.201733 3.304949
67 H -0.249279 0.611169 4.559564
68 H 2.896790 -0.179120 2.859825
69 H 2.187076 -0.276838 4.452410

Cartesian forces (eV/Å) of the 6 atoms listed first:
Pb 0.3 0.0 -0.7
P 0.7 0.2 0.2
P 0.8 -0.2 0.3
N 1.8 -0.1 1.9
C -0.7 -1.0 0.1
H 0.0 0.2 -0.3

---

(2)
Formula: C19H43O2P3Y
Source: the OMol25 dataset
Level of theory: ωB97M-V with the def2-TZVPD basis set

2S+1: 1
HOMO level (spin up / spin down), Eh: -0.5953 / -0.6053
LUMO (spin up / spin down), eV: -10.142 / -9.620
Orbital gap (spin up / spin down), eV: 6.06 / 6.85
Net charge: +3

CARTESIAN COORDINATES (ANGSTROEM)
1 Y 2.202501 -0.106335 -2.271967
2 P 0.324633 -2.393007 0.653932
3 P 0.515764 -1.895790 -3.607664
4 P -1.538860 1.756251 3.484864
5 H 0.642743 1.385405 -4.142085
6 C 1.226051 1.596601 -3.235402
7 C 2.681878 1.793282 -3.283430
8 H 3.228425 1.684774 -4.232187
9 C -1.484485 -2.715736 0.875923
10 C 0.835922 -4.114758 0.223611
11 C 0.774822 -2.454154 2.444828
12 C 0.140287 -1.721743 -5.382533
13 C 1.445091 -3.473771 -3.605488
14 C -1.099255 -2.460851 -2.982768
15 C -0.996674 3.477547 3.703388
16 C -0.483561 0.820425 4.630210
17 C -3.197013 1.719101 4.227992
18 H 0.630229 2.089125 -2.443536
19 H 3.151365 2.547143 -2.624965
20 H -1.683910 -3.792621 0.989084
21 H -2.025080 -2.344018 -0.006038
22 H -1.852294 -2.190372 1.769228
23 H 0.638390 -4.788590 1.070248
24 H 1.914311 -4.108883 0.011510
25 H 0.300693 -4.475580 -0.665785
26 H -0.009236 -1.989367 3.060788
27 H 1.713039 -1.899610 2.589212
28 H 0.923144 -3.493256 2.774940
29 H -0.274483 -2.668504 -5.759084
30 H 1.050560 -1.477402 -5.940725
31 H -0.585625 -0.915588 -5.535254
32 H 0.973825 -4.165343 -4.316407
33 H 1.462117 -3.917690 -2.603311
34 H 2.480866 -3.292094 -3.917667
35 H -1.618992 -3.044340 -3.753931
36 H -1.712555 -1.589235 -2.734635
37 H -0.994213 -3.067673 -2.077564
38 H -0.825659 3.625532 4.783725
39 H -1.765240 4.176314 3.334637
40 H -0.061156 3.660228 3.145753
41 H -0.189250 1.504790 5.441942
42 H 0.413105 0.464678 4.091537
43 H -1.044294 -0.040449 5.028562
44 H -3.337997 2.628946 4.826592
45 H -3.290721 0.824122 4.857626
46 H -3.949472 1.686997 3.423401
47 C -1.785863 2.092514 0.218159
48 C -2.982600 1.577535 -0.292706
49 C -3.819875 2.472907 -0.960884
50 C -3.427928 3.799733 -1.159944
51 C -2.173692 4.241340 -0.729591
52 C -1.313369 3.361407 -0.072682
53 O -1.091546 1.360588 1.193635
54 H -1.472326 0.484963 1.228356
55 H -3.238104 0.538200 -0.096840
56 H -4.784153 2.118162 -1.319878
57 H -4.114499 4.500001 -1.633274
58 H -1.840006 5.260560 -0.888270
59 H -0.321468 3.663555 0.276292
60 C 4.714016 -0.249242 1.370347
61 C 3.420650 0.402216 0.927058
62 O 3.419171 0.516193 -0.548214
63 H 4.820260 -1.268925 0.980978
64 H 4.715948 -0.321868 2.461809
65 H 5.590951 0.341679 1.080163
66 H 2.530034 -0.182328 1.158491
67 H 3.289363 1.421470 1.292163
68 H 4.215305 1.024837 -0.806273

Cartesian forces (eV/Å) of the 6 atoms listed first:
Y 0.1 -3.8 1.9
P -0.4 -0.9 0.5
P -0.7 -1.5 -0.7
P -0.4 0.8 2.2
H 0.4 -0.1 0.3
C 0.8 2.6 -1.1

---

(3)
Formula: C19H43OP3SSeTi
Source: the OMol25 dataset
Level of theory: ωB97M-V with the def2-TZVPD basis set

ΔE to the lowest compared entry with this formula, charge and spin, kJ/mol: 0.0
2S+1: 1
HOMO level (spin up / spin down), Eh: -0.7353 / -0.7352
LUMO (spin up / spin down), eV: -14.718 / -14.721
Orbital gap (spin up / spin down), eV: 5.29 / 5.29
Net charge: +4

CARTESIAN COORDINATES (ANGSTROEM)
1 Ti -1.173915 -0.165118 0.160986
2 P 1.600235 0.845402 -0.417657
3 P -2.043808 1.971216 0.181910
4 P -0.724155 -0.018788 -2.484891
5 H -0.242539 -3.214789 0.935330
6 C 0.260753 -3.079103 -0.037558
7 C 1.432359 -2.429354 -0.140226
8 H 1.926037 -2.011563 0.743709
9 C 2.712114 0.821075 1.052717
10 C 1.664699 2.669686 -0.690875
11 C 2.875316 0.345601 -1.666505
12 C -3.833994 1.815033 0.375550
13 C -1.501981 2.718227 1.740906
14 C -1.853153 3.273296 -1.036865
15 C 0.136197 -1.387676 -3.344073
16 C -0.072223 1.404142 -3.456230
17 C -2.371615 -0.113721 -3.289339
18 H -0.390387 -3.239079 -0.910705
19 H 1.815813 -2.105908 -1.108155
20 H 2.926202 -0.199605 1.371382
21 H 2.238839 1.357861 1.893048
22 H 3.655094 1.323010 0.797872
23 H 1.041662 3.177592 0.043796
24 H 1.327291 2.930322 -1.701633
25 H 2.707660 3.012664 -0.571939
26 H 3.071010 -0.728163 -1.603311
27 H 3.813513 0.875041 -1.439912
28 H 2.580696 0.589999 -2.691424
29 H -4.171009 2.774224 0.770564
30 H -4.091145 0.993143 1.067087
31 H -4.293423 1.601692 -0.597653
32 H -1.988295 3.699132 1.769970
33 H -0.410343 2.835403 1.775072
34 H -1.821791 2.112815 2.597724
35 H -2.388776 4.130356 -0.614286
36 H -2.307114 2.978625 -1.987877
37 H -0.796915 3.534574 -1.186942
38 H -0.185688 -1.380724 -4.397283
39 H -0.125153 -2.348274 -2.888673
40 H 1.224160 -1.263089 -3.306000
41 H -0.361623 1.255812 -4.504986
42 H 1.017332 1.485238 -3.406473
43 H -0.515287 2.345646 -3.108289
44 H -2.214645 -0.271211 -4.367960
45 H -2.925450 0.822342 -3.131662
46 H -2.957942 -0.941204 -2.874404
47 C -3.644391 -3.523581 -0.410218
48 C -2.796559 -4.626616 -0.251182
49 C -3.325484 -5.926058 -0.333630
50 C -4.697420 -6.121494 -0.556542
51 C -5.544892 -5.011423 -0.710504
52 C -5.013130 -3.724683 -0.642370
53 Se -3.121208 -1.583248 -0.290733
54 H -1.901580 -1.625130 0.903909
55 H -1.735166 -4.485644 -0.062953
56 H -2.666389 -6.793490 -0.224129
57 H -5.106057 -7.134261 -0.608430
58 H -6.601380 -5.155129 -0.884033
59 H -5.661369 -2.864423 -0.766603
60 C -0.816126 -0.014934 4.575521
61 S 0.427143 -0.220362 3.288217
62 C 0.809194 -1.953274 3.564386
63 O -0.471037 -0.242425 1.962944
64 H -1.593922 -0.768214 4.450805
65 H -0.305616 -0.116102 5.541751
66 H -1.228137 0.999019 4.484266
67 H 1.036975 -2.064459 4.638579
68 H -0.032731 -2.586146 3.268507
69 H 1.709782 -2.211388 2.980786

Cartesian forces (eV/Å) of the 6 atoms listed first:
Ti 4.6 -1.4 -1.3
P 1.3 1.1 0.3
P -1.1 2.6 0.4
P -0.7 0.0 -1.5
H 0.6 -0.4 -0.4
C -0.8 1.5 0.1

---

(4)
Formula: C19H44BF4N2O2P
Source: the OMol25 dataset
Level of theory: ωB97M-V with the def2-TZVPD basis set

2S+1: 1
HOMO level, Eh: -0.3473
LUMO, eV: -1.361
Orbital gap, eV: 8.09
Net charge: 0

CARTESIAN COORDINATES (ANGSTROEM)
1 C -1.658893 -8.490640 4.975554
2 C -1.186851 -9.023484 3.488278
3 C -1.979842 -8.264471 2.246437
4 C -0.973900 -8.320995 0.925687
5 C -1.142344 -6.967401 -0.018817
6 C 0.205493 -6.027410 -0.065631
7 C -0.122892 -4.406043 0.112604
8 C 1.273992 -3.556922 -0.021143
9 C 1.073185 -1.931731 0.141965
10 C 0.622580 -1.168203 -1.238034
11 C 0.422337 0.436488 -0.911625
12 C 1.926675 1.168521 -0.891225
13 C 2.270156 1.583120 0.649961
14 N 2.087442 3.077431 0.965290
15 C 0.718545 3.616040 0.658076
16 C 0.464986 4.219576 -0.828784
17 C -0.961814 5.089341 -0.740628
18 C -1.453904 5.675517 -2.192476
19 C -2.547587 6.889590 -1.859614
20 O -3.826228 6.296578 -1.439313
21 C -4.165358 6.615933 -0.044585
22 P 3.456588 4.087618 0.377704
23 N 3.089028 5.824005 0.721094
24 O 4.811054 3.725248 1.410575
25 H -1.345481 -9.255010 5.816510
26 H -1.098636 -7.458201 5.154052
27 H -2.838115 -8.377552 5.025377
28 H -0.011737 -8.881984 3.426886
29 H -1.392610 -10.186177 3.413925
30 H -2.942809 -8.915555 2.030610
31 H -2.260110 -7.158905 2.558208
32 H -1.271127 -9.304858 0.318930
33 H 0.160798 -8.450344 1.222412
34 H -2.078563 -6.378285 0.402351
35 H -1.388376 -7.301888 -1.134123
36 H 0.682975 -6.143737 -1.144610
37 H 0.946262 -6.405016 0.775864
38 H -0.508988 -4.256462 1.226330
39 H -0.914085 -4.023795 -0.677442
40 H 1.984964 -3.891627 0.867577
41 H 1.859389 -3.822862 -1.020757
42 H 0.271332 -1.684766 0.990763
43 H 2.103163 -1.494479 0.545817
44 H 1.430017 -1.276280 -2.103480
45 H -0.398594 -1.652676 -1.593472
46 H -0.167293 0.940051 -1.804275
47 H -0.196013 0.645613 0.061811
48 H 2.675796 0.300828 -1.219916
49 H 2.002474 2.031262 -1.679148
50 H 3.425183 1.375202 0.843768
51 H 1.679911 1.002954 1.477224
52 H 2.179759 3.116344 2.027728
53 H -0.044663 2.708887 0.799123
54 H 0.420124 4.412834 1.466485
55 H 0.256692 3.399108 -1.668077
56 H 1.255359 4.980535 -1.230181
57 H -0.680481 6.044000 -0.081479
58 H -1.826375 4.498448 -0.220183
59 H -2.006270 4.813201 -2.799481
60 H -0.593480 6.088098 -2.876299
61 H -2.036522 7.585799 -1.070130
62 H -2.745288 7.565444 -2.821627
63 H -3.659396 7.580635 0.384116
64 H -5.340242 6.824159 -0.012324
65 H -3.980966 5.702898 0.698420
66 H 2.600940 5.918350 1.654860
67 H 3.991163 6.374260 0.851451
68 H 4.719776 4.375512 2.194041
69 B 0.935559 5.577668 -5.499798
70 F 1.215936 7.004059 -5.518684
71 F 1.435782 4.969253 -6.721755
72 F 1.590376 4.970212 -4.352711
73 F -0.499959 5.367135 -5.406037

Cartesian forces (eV/Å) of the 6 atoms listed first:
C 0.2 -0.1 -0.4
C -0.2 -0.3 0.6
C 1.3 -1.0 0.4
C -0.6 -0.1 -0.5
C -0.3 -0.5 -0.3
C -0.6 0.4 -0.5

---

Energy in a.u., matching the order above: -1885.0599 -1961.5589 -5496.5105 -1775.8298
Max |F| in Eh/bohr, matching the order above: 0.0984 0.0827 0.0965 0.0866